No. 1
DFT (the ωB97M-V functional and the def2-TZVPD basis) results for the molecule C20H19BrNO5P.

Output
Orbital gap: 8.89 eV
Charge: 0
SMILES: COc1ccccc1OP(=O)(Nc1ccc(Br)cc1)Oc1ccccc1OC
DFT total energy: -112109.3613 eV
LUMO energy: 0.7033 eV

XYZ file:
```
47
C20H19BrNO5P the ωB97M-V functional and the def2-TZVPD basis
C 2.73396 -1.21279 -2.10134
H 3.26620 -1.18381 -1.14557
O 1.65296 -0.31214 -2.11608
C 1.91882 1.01561 -1.95918
C 3.18096 1.56766 -1.78751
C 3.32857 2.93654 -1.62443
C 2.22678 3.76865 -1.62832
C 0.96109 3.22896 -1.79736
C 0.80518 1.86895 -1.97135
O -0.45144 1.32947 -2.16191
P -1.30670 0.95858 -0.84227
O -1.10483 1.90200 0.25345
O -2.72060 0.93035 -1.58991
C -3.84887 1.36173 -0.93040
C -4.76136 2.17572 -1.57147
C -5.89191 2.60485 -0.89235
C -6.08968 2.23244 0.42357
C -5.17840 1.41215 1.07099
C -4.05817 0.95695 0.39225
O -3.11300 0.10692 0.87203
C -2.98441 -0.03635 2.26839
H -3.83486 -0.58227 2.68920
H -2.07145 -0.60884 2.42341
H -2.88795 0.93732 2.75454
H -5.34642 1.12864 2.09781
H -6.95979 2.57954 0.95940
H -6.60578 3.24100 -1.39132
H -4.57045 2.47329 -2.59020
N -0.98686 -0.67191 -0.59059
C 0.05420 -1.21840 0.12476
C 0.86550 -0.43085 0.94113
C 1.90973 -0.99695 1.64409
C 2.14575 -2.35786 1.54069
C 1.34385 -3.16107 0.74897
C 0.30230 -2.59017 0.04472
H -0.32225 -3.20995 -0.58213
H 1.53539 -4.22096 0.67864
Br 3.60684 -3.13598 2.48912
H 2.54157 -0.38105 2.26571
H 0.67581 0.62691 1.01038
H -1.43569 -1.28500 -1.25375
H 0.07899 3.84915 -1.78791
H 2.34392 4.83216 -1.49277
H 4.31818 3.34556 -1.48823
H 4.05558 0.93745 -1.77018
H 2.29681 -2.20063 -2.23629
H 3.43418 -1.01088 -2.91774
```



No. 2
DFT (the ωB97M-V functional and the def2-TZVPD basis) results for a structure of composition C18H33B4CaF16N6.

Output
Relative energy (zero: lowest compared OMol25 entry of this formula, charge and spin): 1511.0 kJ/mol
Orbital gap: 6.58 eV
Charge: +1
DFT total energy: -92775.8746 eV
LUMO energy: -3.8198 eV

XYZ file:
```
78
C18H33B4CaF16N6 the ωB97M-V functional and the def2-TZVPD basis
Ca -1.00289 -6.08875 1.58945
C 4.79307 0.97154 6.11497
C 5.76047 0.72134 4.92598
N 6.55857 1.95086 4.69577
C 6.75118 2.42925 3.42941
C 7.74204 3.39313 3.52405
N 8.21365 3.42486 4.82770
C 7.31789 2.65339 5.58020
C 9.20480 4.22441 5.36660
H 4.05970 0.16840 6.04256
H 4.37736 1.97826 6.07262
H 5.27481 0.97953 7.09271
H 5.19362 0.41464 4.04694
H 6.31087 -0.20824 5.07103
H 6.19730 2.01857 2.59817
H 8.24391 3.94553 2.74342
H 7.41652 2.57619 6.65293
H 9.68405 4.79204 4.56897
H 9.90552 3.65009 5.97259
H 8.72308 4.98023 5.98693
C -7.76997 -0.45206 -6.65584
C -6.86153 0.71215 -6.17187
N -6.57230 0.61983 -4.76659
C -5.71518 -0.30449 -4.22050
C -5.43231 0.04417 -2.93210
N -6.25076 1.16921 -2.62756
C -6.93915 1.53276 -3.79791
C -6.54036 1.65307 -1.27188
H -8.63523 -0.44965 -5.99296
H -7.33940 -1.45339 -6.66286
H -8.23126 -0.32391 -7.63507
H -7.36311 1.67906 -6.21181
H -5.93328 0.77095 -6.74019
H -5.28272 -1.05465 -4.86598
H -4.85186 -0.49451 -2.19773
H -7.62268 2.35611 -3.94380
H -5.74781 1.49976 -0.53944
H -7.35562 1.02089 -0.92002
H -6.86616 2.69319 -1.28253
C 0.87339 3.05664 -4.50863
C -0.47666 3.65693 -4.19239
N -0.49474 4.25094 -2.91258
C -1.41305 5.12343 -2.38732
C -1.20844 5.39197 -1.01818
N -0.06587 4.66392 -0.70940
C 0.36377 3.99733 -1.84169
C 0.59837 4.62741 0.62315
H 0.94016 2.55112 -5.47201
H 1.20468 2.19501 -3.92903
H 1.65635 3.81487 -4.49550
H -1.28811 2.92947 -4.17074
H -0.71591 4.46150 -4.88774
H -2.02491 5.67979 -3.08192
H -1.68938 6.05444 -0.31374
H 1.21476 3.33512 -1.90254
H 1.58160 5.08987 0.53659
H 0.73045 3.56867 0.84618
H -0.00088 5.03441 1.43761
B 2.94842 -7.33389 -0.24738
F 1.84927 -7.15661 -1.05196
F 3.08262 -6.16687 0.46405
F 2.64077 -8.30331 0.66544
F 4.15963 -7.59532 -0.91404
B -0.47293 -8.33721 5.57494
F 0.24804 -7.24207 5.16854
F -1.38592 -8.64037 4.62532
F 0.36984 -9.41997 5.74959
F -1.10632 -8.00122 6.76357
B -3.30413 -8.75753 -1.45204
F -2.92854 -9.15737 -2.73725
F -3.33296 -7.45223 -1.42557
F -4.50263 -9.23133 -1.00418
F -2.39330 -9.09592 -0.52642
B 0.17630 -1.57578 1.09138
F -0.77527 -0.58044 1.26206
F 1.24284 -0.90032 0.60015
F 0.45804 -2.24150 2.21545
F -0.17416 -2.48734 0.09187
```



No. 3
DFT (the ωB97M-V functional and the def2-TZVPD basis) results for a cluster of 22 separate species, C22H88N44O22 in total.

Output
Relative energy (zero: lowest compared OMol25 entry of this formula, charge and spin): 299.6 kJ/mol
Orbital gap: 8.67 eV
Charge: 0
DFT total energy: -134876.4179 eV
LUMO energy: -0.1926 eV

XYZ file:
```
176
C22H88N44O22 the ωB97M-V functional and the def2-TZVPD basis
C 2.70460 -1.03348 -5.54993
O 2.96022 0.17281 -5.71633
N 2.76050 -1.92267 -6.54811
N 2.24526 -1.53770 -4.38368
H 2.17592 -2.76400 -6.47006
H 2.94700 -1.59269 -7.47319
H 1.53681 -2.26801 -4.37265
H 2.27928 -0.88312 -3.60521
C -6.59801 -3.83542 0.63834
O -7.67585 -3.98558 0.05319
N -6.50844 -3.85764 2.02754
N -5.48685 -3.63479 -0.06769
H -7.34024 -3.76528 2.62724
H -5.64708 -3.43996 2.34771
H -5.40049 -4.00185 -0.97314
H -4.54741 -3.39597 0.20286
C 2.64187 2.93040 4.72095
O 2.24861 2.12501 3.87406
N 1.85300 3.39296 5.69522
N 3.96485 3.25432 4.88214
H 2.28778 3.97297 6.41653
H 0.94323 2.94404 5.88485
H 4.52981 3.60595 4.14039
H 4.19085 3.75299 5.73583
C 5.23253 0.20157 2.09779
O 5.58521 -0.93507 1.81789
N 3.92454 0.50219 2.23213
N 6.02880 1.28226 2.02107
H 3.33015 -0.28062 2.29691
H 3.54645 1.27469 2.77968
H 5.62898 2.19400 2.13214
H 6.98274 1.00687 1.81224
C -4.06275 -0.80005 3.07128
O -3.91446 -1.97261 2.72203
N -3.30271 0.15744 2.50529
N -4.96326 -0.46749 3.95127
H -3.52154 1.14033 2.64412
H -2.60132 -0.19267 1.89550
H -4.98214 0.43774 4.40762
H -5.59884 -1.13195 4.35568
C -0.85706 -3.79911 -3.70596
O -1.27330 -2.75631 -3.24711
N -0.92000 -5.03784 -3.08866
N -0.35560 -3.84455 -4.97764
H -1.14214 -4.93410 -2.12115
H -0.41812 -5.81429 -3.47087
H -0.85125 -3.17515 -5.57150
H -0.15579 -4.78053 -5.33302
C -2.12337 -4.75016 0.78029
O -1.62416 -5.18115 -0.21466
N -2.43465 -3.44494 0.90375
N -2.58932 -5.51226 1.75479
H -1.92264 -2.84802 0.29252
H -2.89206 -2.95447 1.67320
H -2.35298 -6.48088 1.68278
H -3.42841 -5.25554 2.27239
C -1.86610 5.42341 0.07117
O -0.95893 4.65634 0.16126
N -2.40318 5.74771 -1.12332
N -2.41908 6.18835 1.08160
H -2.80028 6.66496 -1.06984
H -1.95445 5.45194 -1.98057
H -3.28970 6.61745 0.88552
H -2.02806 6.16073 1.99129
C -3.24353 4.27226 -4.56145
O -3.48421 5.46434 -4.67719
N -4.24863 3.34650 -4.39481
N -1.98774 3.79785 -4.39746
H -5.20317 3.64675 -4.48266
H -4.01724 2.37656 -4.18466
H -1.17088 4.35365 -4.53269
H -1.92531 2.76718 -4.29937
C -3.60963 1.13178 -2.21163
O -2.93084 1.39792 -3.19379
N -4.91876 0.70362 -2.31997
N -3.34823 1.36456 -0.91410
H -5.34379 0.23209 -3.10119
H -5.48493 0.96877 -1.52828
H -3.55908 0.52799 -0.38684
H -2.44668 1.78305 -0.76658
C 3.58318 -0.08058 -1.31970
O 2.61061 0.25849 -2.07953
N 3.45868 -1.30928 -0.61210
N 4.67615 0.73812 -1.10102
H 4.09900 -1.56603 0.09846
H 2.85155 -2.06500 -0.89096
H 5.39315 0.40930 -0.49770
H 4.77911 1.69981 -1.39779
C -3.95521 1.52304 6.56127
O -3.11774 0.71085 6.15354
N -4.45658 2.55610 5.80541
N -4.44123 1.49946 7.83645
H -4.85606 3.34845 6.33571
H -3.77520 2.95112 5.08959
H -4.14435 0.64184 8.31686
H -5.38890 1.76070 8.02809
C 1.07349 3.12271 -3.55891
O 0.89019 4.09774 -4.30424
N 1.25436 1.88446 -3.98011
N 1.14246 3.35081 -2.26253
H 1.72890 1.28022 -3.29874
H 1.64863 1.81418 -4.92714
H 0.58519 4.10181 -1.93319
H 1.11914 2.57207 -1.63622
C -2.34436 -3.14911 6.25234
O -1.24383 -2.70299 6.51643
N -3.30480 -3.29625 7.16579
N -2.59537 -3.69838 5.05573
H -4.10497 -3.81433 6.84880
H -3.49086 -2.62562 7.88576
H -1.82307 -4.15983 4.67751
H -3.43483 -4.27342 4.95945
C -0.25394 -0.49368 0.16017
O -1.11849 -0.90922 0.94854
N -0.35929 -0.56764 -1.19401
N 0.85178 0.17894 0.58181
H 0.35682 -0.37924 -1.87907
H -1.03702 -1.18303 -1.62357
H 1.05506 0.42858 1.52283
H 1.30159 0.80809 -0.01852
C 4.33852 -6.19680 -4.46930
O 3.52942 -6.56938 -5.27127
N 5.11581 -5.08936 -4.55489
N 4.63369 -6.94629 -3.32270
H 5.00842 -4.27548 -5.18023
H 5.79815 -4.91836 -3.81816
H 4.89010 -6.43243 -2.50666
H 4.15270 -7.79945 -3.28521
C 4.81196 4.21996 0.64118
O 4.98757 4.35526 1.84450
N 5.66221 4.52684 -0.28372
N 3.58131 3.76746 0.17889
H 5.29522 4.69749 -1.18743
H 6.39777 5.08215 0.11427
H 3.31457 3.70054 -0.79318
H 2.75102 3.84437 0.78535
C -1.50234 -0.94986 -6.56650
O -1.99960 -2.06907 -6.47282
N -1.63780 -0.16210 -7.67723
N -1.01414 -0.24641 -5.55853
H -1.40243 -0.66523 -8.54519
H -1.57645 0.85448 -7.50972
H -0.43183 0.54083 -5.49860
H -1.18657 -0.67515 -4.68421
C 2.49207 -3.89444 0.91546
O 3.09700 -4.39497 0.01002
N 1.14345 -3.85521 0.80359
N 2.99724 -3.50633 2.08795
H 0.78992 -4.21405 -0.06259
H 0.66639 -3.39680 1.57941
H 2.47350 -2.79741 2.61495
H 3.96765 -3.54580 2.37750
C -1.29996 2.88012 3.62453
O -2.51239 3.08614 3.51200
N -0.86802 2.10622 4.73790
N -0.33914 3.36070 2.79230
H -1.63888 1.55054 5.08998
H -0.00822 1.61592 4.65154
H 0.54249 2.89345 3.01313
H -0.59224 3.71465 1.88523
C 4.10138 3.63703 -4.21858
O 4.18825 3.40421 -3.02137
N 4.63956 2.76772 -5.08057
N 3.80268 4.83136 -4.73669
H 4.80835 1.87056 -4.72715
H 4.57058 2.80596 -6.07547
H 3.12555 5.38258 -4.19936
H 3.66463 4.95617 -5.74749
C 1.17843 -1.25204 4.43948
O 2.05415 -1.04133 3.63422
N -0.16612 -1.07192 4.30621
N 1.62941 -1.53701 5.77457
H -0.72181 -1.36868 5.11435
H -0.52349 -1.05732 3.36098
H 2.62002 -1.36504 5.83928
H 0.99309 -1.74862 6.51745
```